The following is a quantum chemistry calculation of C52H50AsBBrHgN6O4S2 as an isolated structure, from OMol25.

```
118
C52H50AsBBrHgN6O4S2 (ωB97M-V with the def2-TZVPD basis set)
Hg -0.47447 0.01992 0.71119
C -2.54110 1.46083 -5.39729
C -1.03661 1.33912 -5.16313
N -0.67084 0.19166 -4.36413
C -0.77045 0.23580 -2.96320
S -0.75467 -1.35272 -2.21074
N -0.88434 1.40403 -2.43812
N -0.83560 1.59694 -1.06976
C -1.58145 2.63277 -0.66675
C -2.46935 3.32794 -1.66312
C -1.46688 3.09672 0.66881
C -2.35677 4.05810 1.23885
C -2.16850 4.50526 2.51446
C -1.09318 4.00054 3.27318
C -0.32940 3.00555 2.69392
N -0.48464 2.53632 1.45939
H -2.77275 2.32708 -6.02301
H -3.05296 1.57717 -4.44215
H -2.93196 0.56740 -5.88898
H -0.68577 2.22139 -4.62826
H -0.51011 1.28279 -6.12132
H -0.88724 -0.72062 -4.73505
H -3.04896 2.60153 -2.23528
H -1.85861 3.87659 -2.38652
H -3.15082 4.02983 -1.19029
H -3.20138 4.41697 0.66801
H -2.85158 5.23389 2.93865
H -0.89929 4.32303 4.28676
H 0.46648 2.54816 3.27096
S 0.92903 -0.19386 3.79917
C 2.30772 0.84901 3.73467
C 2.92251 1.28347 4.93519
C 4.08780 2.01620 4.94819
C 4.73254 2.34610 3.75522
C 4.14626 1.95307 2.56647
C 2.93357 1.26111 2.53630
As 2.21835 0.78457 0.78481
C 3.85136 -0.16655 0.23934
C 4.31620 -1.15614 1.10235
C 5.40181 -1.94431 0.75522
C 6.04999 -1.74457 -0.45746
C 5.60709 -0.74586 -1.31078
C 4.51006 0.03482 -0.96598
C 2.37434 2.41507 -0.26474
C 2.03089 2.29333 -1.60980
C 2.09183 3.38790 -2.45796
C 2.47247 4.62645 -1.96002
C 2.77149 4.76357 -0.61185
C 2.72188 3.66377 0.23416
H 2.45084 0.99012 5.86480
H 4.51669 2.32152 5.89731
H 5.67057 2.88767 3.75753
H 4.64375 2.18557 1.62991
H 3.82060 -1.30635 2.05501
H 5.73994 -2.72022 1.43209
H 6.89190 -2.36696 -0.73561
H 6.10878 -0.57607 -2.25597
H 4.16508 0.79949 -1.65146
H 1.68102 1.33850 -1.98783
H 1.82215 3.27644 -3.50095
H 2.51974 5.48624 -2.61826
H 3.03423 5.73564 -0.21089
H 2.93741 3.78662 1.28765
C 1.68502 -3.88518 1.30634
O 1.86967 -3.06806 0.16290
C 2.50777 -3.60501 -0.89012
C 3.04658 -4.88023 -0.91315
C 3.67837 -5.31360 -2.07689
Br 4.45670 -7.05781 -2.08299
C 3.75023 -4.54723 -3.20761
C 3.18547 -3.26234 -3.18900
C 2.61131 -2.76497 -2.02527
O 2.18717 -1.48382 -1.93500
C 3.19480 -2.48882 -4.43848
N 3.74420 -2.90674 -5.55969
C 3.47357 -1.91010 -6.47443
C 3.81097 -1.80963 -7.82468
C 3.40129 -0.68540 -8.51650
C 2.66232 0.33205 -7.89039
C 2.31538 0.25222 -6.55435
C 2.73548 -0.87979 -5.86498
N 2.58454 -1.27578 -4.56249
H 1.07130 -4.75717 1.06353
H 1.17087 -3.26636 2.03979
H 2.64827 -4.21270 1.71214
H 2.97947 -5.53255 -0.05570
H 4.21015 -4.90480 -4.11645
H 1.16308 -1.40876 -1.89517
H 4.37172 -2.59844 -8.30948
H 3.65296 -0.58287 -9.56517
H 2.35731 1.19630 -8.46739
H 1.73320 1.02006 -6.06396
H 2.06114 -0.83152 -3.81956
C -7.73266 -5.01765 2.42028
C -7.23911 -3.75039 3.13041
C -8.16425 -2.59898 2.73343
C -7.34590 -3.94839 4.64919
C -5.77956 -3.47056 2.76210
C -4.82442 -4.47392 2.94297
C -3.47048 -4.28096 2.67359
C -3.09326 -3.04150 2.21099
O -1.85874 -2.57995 1.87104
B -2.03392 -1.24165 1.45885
O -3.39987 -0.91948 1.56483
C -4.02687 -2.03636 2.02682
C -5.36592 -2.21872 2.29303
H -8.78310 -5.19979 2.66244
H -7.16281 -5.89717 2.71857
H -7.64152 -4.91013 1.33831
H -9.19375 -2.85341 2.99604
H -8.12495 -2.40893 1.65963
H -7.90648 -1.67682 3.25506
H -8.37835 -4.16439 4.93764
H -7.02066 -3.04842 5.17347
H -6.71562 -4.77371 4.98212
H -5.13507 -5.44344 3.31264
H -2.74432 -5.06784 2.82474
H -6.05302 -1.40145 2.13355
```

Its expectation value of S² is 0.772. For the energy above the lowest of the compared OMol25 structures with the same formula, charge and spin, the calculation gives 34.71 kcal/mol. As for the charge: -2. The calculation puts the HOMO energy (alpha / beta) at 0.0 / -1.9 eV. As for the spin multiplicity: 2. The calculation puts the LUMO energy (alpha / beta) at 3.534 / 3.534 eV. The calculation puts the total energy at -229273.540 eV.

Mulliken population analysis, charges in e, atoms 1 to 2: 0.989 -1.337

=====

The following is a quantum chemistry calculation of C12H24CdF8NO16PS2 as an isolated structure in a non-equilibrium geometry, from OMol25.

```
65
C12H24CdF8NO16PS2 (ωB97M-V with the def2-TZVPD basis set)
Cd -0.17586 0.36055 0.19950
P 1.34816 -2.84029 0.08112
F 0.94733 -1.24881 -0.07113
F -0.14701 -3.35629 0.01576
F 1.61396 -2.89946 -1.49208
F 1.67411 -4.34023 0.28181
F 2.98088 -2.59125 0.28160
F 1.18560 -2.61696 1.66262
N -0.91137 2.05895 0.76768
S -0.58627 3.52435 0.94288
O -0.70651 4.08826 2.31391
O -0.96107 4.31116 -0.21667
F 1.00588 3.42002 0.75154
S -2.56653 2.28898 1.24556
O -3.44559 3.22028 0.47401
O -2.77338 1.92782 2.62981
F -3.01768 0.93019 0.53388
C 1.99149 2.53102 -4.47147
O 1.28724 2.11249 -3.32816
C 1.70177 1.15570 -2.50824
O 1.14598 0.86504 -1.47332
O 2.75914 0.43746 -3.08255
C 3.53588 -0.48241 -2.25861
H 2.30717 1.74043 -5.15220
H 2.89533 3.06070 -4.17045
H 1.40755 3.11517 -5.18272
H 4.14349 -1.06263 -2.95305
H 2.79507 -1.10677 -1.75912
H 4.24428 -0.07372 -1.53802
C 4.27044 0.11869 1.11589
O 3.69230 0.60360 2.33198
C 2.38962 0.90872 2.42052
O 1.55617 0.92282 1.47788
O 2.15727 1.14715 3.69759
C 0.84783 1.41114 4.26235
H 3.90123 -0.89716 0.97504
H 5.33852 0.01833 1.30888
H 4.05489 0.75060 0.25433
H 0.13196 1.75864 3.51745
H 0.85865 2.16958 5.04515
H 0.43658 0.48034 4.65296
C -3.27678 -2.21024 1.25767
O -2.77907 -1.92865 2.52904
C -1.59528 -1.17010 2.67621
O -0.97007 -0.71963 1.69684
O -1.31714 -0.99201 3.93502
C -2.08387 -1.62582 5.03191
H -3.66492 -1.32236 0.75856
H -4.11130 -2.90235 1.37024
H -2.51748 -2.68600 0.63702
H -2.87572 -2.34375 4.81824
H -2.48646 -0.85327 5.68703
H -1.36769 -2.18941 5.62987
C -3.76212 0.81576 -3.78110
O -2.98724 0.59235 -2.56960
C -1.90950 -0.24296 -2.45179
O -1.33303 -0.32293 -1.30817
O -1.71281 -1.03778 -3.56445
C -0.86167 -2.15238 -3.48775
H -4.71575 1.27522 -3.52111
H -4.00686 -0.09157 -4.33333
H -3.14608 1.50548 -4.35807
H 0.17430 -1.92297 -3.23826
H -0.89768 -2.70710 -4.42535
H -1.11024 -2.68975 -2.57257
```

For the energy above the lowest of the compared OMol25 structures with the same formula, charge and spin, the calculation gives 134.69 kcal/mol. The calculation puts the HOMO energy at -10.3 eV. As for the spin multiplicity: 1. The calculation puts the LUMO energy at -1.123 eV. The calculation puts the total energy at -104347.959 eV.

Mulliken population analysis, charges in e, atoms 1 to 2: 3.329 1.403

=====

The following is a quantum chemistry calculation of one molecule with the formula C23H32N4O6S, from OMol25.

```
66
C23H32N4O6S (ωB97M-V with the def2-TZVPD basis set)
C -0.44420 -3.98610 -0.29316
C -0.65054 -3.04714 0.88751
O -1.93996 -2.43223 0.86010
C -2.10273 -1.38600 0.04531
O -1.24466 -0.97172 -0.69812
C -3.46374 -0.83797 0.13976
C -3.79806 0.52960 0.32543
S -2.67582 1.85418 0.65867
O -3.33774 2.79965 1.51143
O -1.42534 1.30146 1.10390
N -2.53914 2.55521 -0.86490
C -1.33055 2.12382 -1.53854
C -0.15796 2.89665 -0.92892
O -0.36467 4.02444 -0.50661
N 1.06609 2.33902 -0.91476
C 1.39470 0.96603 -1.22726
C 1.60441 0.20470 0.09303
N 2.64596 0.80806 0.89336
C 3.98035 0.48093 0.66859
C 4.97554 0.97635 1.52335
C 6.29713 0.63088 1.36609
C 6.69500 -0.24089 0.35300
O 8.03624 -0.51445 0.28158
C 8.48077 -1.38452 -0.72626
C 5.72235 -0.76036 -0.48633
C 4.39281 -0.40098 -0.33109
C 2.28949 2.18201 1.18733
C 2.09995 2.97391 -0.11643
C -5.16876 0.62591 0.31348
C -6.01798 1.82973 0.48663
N -5.67288 -0.62581 0.10373
C -7.06779 -0.96019 0.01004
C -4.65183 -1.52877 0.02079
C -4.88942 -2.97760 -0.20826
H 0.52813 -4.46329 -0.21076
H -1.21424 -4.75419 -0.30708
H -0.48499 -3.42630 -1.22417
H -0.62229 -3.59193 1.83323
H 0.11252 -2.26337 0.88801
H -2.51083 3.56368 -0.73562
H -1.25391 1.05006 -1.38912
H -1.41423 2.35405 -2.60525
H 0.61277 0.49085 -1.81212
H 2.32356 0.97361 -1.80975
H 1.83012 -0.84423 -0.09454
H 0.66916 0.27036 0.65893
H 4.70952 1.62927 2.33946
H 7.05082 1.02268 2.03082
H 8.04013 -2.38233 -0.62268
H 8.25822 -0.99352 -1.72533
H 9.56049 -1.45535 -0.60203
H 5.97792 -1.44529 -1.28026
H 3.68182 -0.82886 -1.01989
H 3.05053 2.66103 1.79924
H 1.34114 2.17615 1.73357
H 1.78447 3.99584 0.09449
H 3.03470 2.98294 -0.68778
H -6.47510 2.12733 -0.45770
H -6.80664 1.65100 1.21603
H -5.38574 2.63793 0.84207
H -7.63849 -0.07472 -0.25928
H -7.44113 -1.34483 0.96270
H -7.21718 -1.72092 -0.75549
H -5.57366 -3.37819 0.53872
H -5.31717 -3.15643 -1.19598
H -3.94746 -3.51083 -0.13490
```

For the energy above the lowest of the compared OMol25 structures with the same formula, charge and spin, the calculation gives 4.76 kcal/mol. The calculation puts the HOMO energy at -7.1 eV. As for the spin multiplicity: 1. The calculation puts the LUMO energy at 0.495 eV. The calculation puts the total energy at -53451.165 eV.

Mulliken population analysis, charges in e, atoms 1 to 2: -1.171 0.212

=====

The following is a quantum chemistry calculation of a 9-piece molecular cluster, C32H56N2O21 overall in a non-equilibrium geometry, from OMol25.

```
111
C32H56N2O21 (ωB97M-V with the def2-TZVPD basis set)
C 0.82111 4.30816 1.35259
C -0.42689 3.55516 1.90759
C -1.56689 4.43816 2.51459
O -2.62089 4.48216 1.56359
C -2.40189 3.54916 0.64359
O -3.14889 3.20316 -0.23141
O -1.16289 3.01416 0.81959
H 1.37511 3.66316 0.66859
H 1.47211 4.76016 2.07159
H 0.56111 5.11516 0.64659
H -0.03789 2.80816 2.59059
H -1.14689 5.38816 2.76359
H -1.89289 4.10016 3.47059
C -2.31589 -1.34384 4.06659
C -2.94989 -0.00584 4.44659
C -2.10789 1.23616 3.99759
O -3.07589 1.78216 3.11459
C -4.22789 1.16016 2.98659
O -5.14589 1.52016 2.20759
O -4.25189 0.12916 3.81759
H -2.86789 -2.17284 4.44659
H -1.28489 -1.37384 4.31859
H -2.43289 -1.48184 2.99759
H -3.12289 0.12716 5.54859
H -1.24689 0.99916 3.39459
H -1.82989 1.93116 4.79859
C 1.85611 -3.89884 -1.34741
C 0.94411 -3.62084 -2.52241
C 0.18911 -2.26984 -2.56941
O 0.98111 -1.48584 -3.52041
C 1.75811 -2.26484 -4.19441
O 2.48711 -1.92484 -5.16741
O 1.72111 -3.47884 -3.70541
H 1.11211 -4.09984 -0.55441
H 2.41611 -2.98484 -1.14241
H 2.39211 -4.82484 -1.57741
H 0.27211 -4.47484 -2.70941
H 0.12811 -1.78084 -1.61341
H -0.79689 -2.33284 -2.95941
C -4.72789 0.93116 -1.76041
O -5.87889 0.91216 -2.53641
C -6.15089 1.84116 -3.46141
O -5.37489 3.00416 -3.59841
O -7.14089 1.62116 -4.31441
C -7.69989 2.74616 -4.90341
H -4.87689 1.44316 -0.83541
H -3.85589 1.33416 -2.34141
H -4.31389 -0.03884 -1.54441
H -8.57589 2.47016 -5.54041
H -6.97789 3.23016 -5.54941
H -7.98389 3.53716 -4.20041
C 5.52711 0.62316 0.13559
O 4.44311 1.56716 -0.19541
C 3.31911 1.11716 -0.70041
O 3.09811 -0.22284 -1.04941
O 2.41211 2.04916 -0.97341
C 1.12211 1.74516 -1.57941
H 6.49011 1.03616 0.40559
H 5.69111 -0.02584 -0.75341
H 5.18911 -0.10184 0.98659
H 0.79011 0.76516 -1.27641
H 1.26211 1.79816 -2.63841
H 0.35111 2.42916 -1.25341
C 2.14111 -1.43184 1.73959
O 1.21211 -0.39084 1.65559
C -0.00589 -0.72684 1.13859
O -0.30889 -2.04584 0.76159
O -0.89989 0.24416 0.94559
C -2.17789 -0.14684 0.39759
H 1.72711 -2.36184 2.20659
H 3.01911 -1.08084 2.31459
H 2.39411 -1.74784 0.74159
H -2.64989 -0.92384 0.99859
H -2.08989 -0.35984 -0.66141
H -2.84089 0.62016 0.49459
C -3.91489 -2.97584 -1.68841
O -3.97789 -2.64584 -0.33241
C -4.43089 -3.58184 0.43759
O -5.09089 -4.74184 -0.00841
O -4.27689 -3.21384 1.75559
C -4.71389 -4.13984 2.72359
H -4.84989 -2.76484 -2.21141
H -3.58889 -4.02684 -1.91141
H -3.16689 -2.27284 -2.13741
H -5.76689 -3.94384 2.90459
H -4.24489 -4.10384 3.68159
H -4.65289 -5.21084 2.39559
C 3.69911 1.88516 2.62359
C 4.91111 2.81616 2.70259
C 4.43011 4.22616 2.97859
C 5.46411 5.30216 2.89959
N 6.31311 6.09116 2.91659
H 4.04211 0.92516 2.45459
H 2.97011 2.09016 1.81159
H 3.19011 1.76816 3.57459
H 5.37911 2.91416 1.67659
H 5.48611 2.42716 3.57159
H 3.84011 4.32116 3.89659
H 3.71011 4.51716 2.17759
C 5.71711 -3.30084 -4.86441
C 5.63011 -3.63884 -3.42541
C 5.04511 -2.43984 -2.58641
C 5.03211 -2.66384 -1.11541
N 5.03111 -2.83684 0.04959
H 6.23411 -2.33084 -5.07441
H 4.71711 -3.23984 -5.28241
H 6.37911 -4.05484 -5.26541
H 6.67411 -3.91284 -3.15341
H 4.99311 -4.51084 -3.26941
H 4.12011 -2.11484 -2.87141
H 5.58611 -1.52784 -2.62941
```

For the energy above the lowest of the compared OMol25 structures with the same formula, charge and spin, the calculation gives 22.63 kcal/mol. The calculation puts the HOMO energy at -9.8 eV. As for the spin multiplicity: 1. The calculation puts the LUMO energy at -0.102 eV. The calculation puts the total energy at -80063.020 eV.

Mulliken population analysis, charges in e, atoms 1 to 2: -1.581 1.234